w.
Entry from the Open Molecules 2025 dataset: 2 unconnected molecules or ions with the total composition C2H4NOS2 (wB97M-V/def2-TZVPD).

Each line ends with the natural charge from an NBO analysis.
Cartesian coordinates (Å):
C 1.6808 -0.5356 0.1460  0.30
C -1.1938 -0.6547 -0.3786  -0.81
N 0.0245 2.1558 0.6646  -0.67
O 1.3175 -1.5371 0.6861  -0.63
S 3.0372 0.3094 -0.1193  -0.30
S 0.1398 0.3453 -0.9556  0.19
H -0.7246 -0.9945 0.6283  0.26
H -1.2674 -1.3055 -1.2019  0.21
H -1.9945 0.0599 -0.1878  0.21
H -1.0196 2.1571 0.7183  0.23

Summary:
- total charge = -1
- multiplicity = 1
- HOMO (spin up / spin down) (hartree) = -0.14465 / -0.13953


x.
Entry from the Open Molecules 2025 dataset: 2 unconnected molecules or ions with the total composition C2H4NOS2 (wB97M-V/def2-TZVPD).

Each line ends with the natural charge from an NBO analysis.
Cartesian coordinates (Å):
C -0.9432 -3.1596 -2.1219  0.10
C 0.5828 0.0770 -1.1758  -0.89
N -0.9198 -2.3606 0.6568  -0.80
O -1.0010 -4.3908 -1.9590  -0.66
S -0.5028 -2.0951 -3.2822  -0.35
S -1.8040 -2.4047 -0.5368  0.73
H -0.2335 -0.6362 -1.2151  0.23
H 0.4928 0.6053 -2.1321  0.21
H 0.5697 0.7867 -0.2056  0.19
H 1.3700 -0.7705 -1.0352  0.23

Summary:
- total charge = -1
- multiplicity = 1
- HOMO (spin up / spin down) (hartree) = -0.12107 / -0.12112


Name the most stable of them. x.


w.
Entry from the Open Molecules 2025 dataset: 2 unconnected molecules or ions with the total composition C4H10OS (wB97M-V/def2-TZVPD).

Each line ends with the Mulliken spin population.
Cartesian coordinates (Å):
C 1.7692 0.7480 -1.3631  0.00
C 1.7702 0.9276 0.1677  0.01
S 1.3911 -0.8103 0.9211  0.15
H 2.6422 0.2759 -1.7149  0.00
H 0.9427 0.1838 -1.7800  0.00
H 1.7809 1.6699 -1.9458  0.00
H 0.9959 1.5813 0.7319  -0.02
H 2.7808 1.3828 0.6202  0.00
H 0.5705 -0.3074 1.9060  0.01
O -1.5509 0.9556 0.7936  0.23
C -1.9617 -0.2335 0.9393  0.59
C -2.1396 -1.2414 -0.1492  -0.06
H -2.3616 -0.5442 2.0107  0.01
H -2.6617 -0.8011 -0.9124  0.04
H -1.1668 -1.6728 -0.3385  0.05
H -2.8011 -2.1142 0.1132  -0.01

Summary:
- total charge = -1
- multiplicity = 2
- HOMO (spin up / spin down) (hartree) = 0.02434 / -0.11957
- ⟨S²⟩ = 0.75


x.
Entry from the Open Molecules 2025 dataset: 2 unconnected molecules or ions with the total composition C4H10OS (wB97M-V/def2-TZVPD).

Each line ends with the Mulliken spin population.
Cartesian coordinates (Å):
C -2.5931 2.5230 3.7337  0.02
S -1.8485 1.1433 2.7697  0.01
C -2.9835 -0.2297 3.1240  0.03
H -2.1303 2.6199 4.7049  0.00
H -3.6383 2.2402 3.9048  0.00
H -2.5294 3.4021 3.1104  0.00
H -2.4481 -0.9935 3.6720  -0.01
H -3.7606 0.1077 3.8112  0.00
H -3.4217 -0.6305 2.2152  -0.01
O 4.6230 -1.2869 -4.3816  0.26
C 3.4844 -1.6591 -3.9119  0.61
C 2.2879 -1.8774 -4.8135  -0.03
H 3.2815 -1.7222 -2.8354  0.02
H 1.3401 -1.7367 -4.2772  0.01
H 2.3352 -2.8618 -5.3332  0.07
H 2.2874 -1.1370 -5.6375  0.03

Summary:
- total charge = -1
- multiplicity = 2
- HOMO (spin up / spin down) (hartree) = 0.03418 / -0.10112
- ⟨S²⟩ = 0.75


Name the most stable of them. x.


w.
Entry from the Open Molecules 2025 dataset: 2 unconnected molecules or ions with the total composition C9H21N4 (wB97M-V/def2-TZVPD).

Each line ends with the natural charge from an NBO analysis.
Cartesian coordinates (Å):
C 3.9196 -0.2998 0.5730  -0.37
C -0.0950 3.3157 2.2492  -0.37
C 2.9521 0.3455 0.0302  -0.23
C 0.3602 2.5231 1.2778  -0.22
C -3.0734 -0.3931 -1.4032  -0.74
C -1.7623 -2.4554 -2.2439  -0.68
C 1.5944 -0.1192 -0.6060  0.08
C 0.2276 0.9948 1.1561  0.06
C -1.9861 -1.4054 -1.2259  0.45
N 1.3970 -1.6081 -0.3615  -0.90
N -1.0960 0.5914 1.6198  -0.83
N -1.3108 -1.3842 -0.1744  -0.67
N 0.4040 0.5440 -0.2375  -0.67
H 4.8320 0.1260 1.0303  0.23
H 3.9630 -1.3780 0.6998  0.19
H 0.0722 4.3426 2.2584  0.22
H -0.9262 3.1591 3.0264  0.20
H 2.9451 1.4006 0.1292  0.20
H 1.1232 2.8666 0.6537  0.21
H -2.9312 0.5236 -2.0224  0.27
H -3.3155 -0.0569 -0.3361  0.24
H -4.1164 -0.6430 -1.8512  0.28
H -1.7132 -1.9946 -3.2097  0.25
H -0.8026 -2.8360 -2.0853  0.23
H -2.7397 -3.0589 -2.1981  0.27
H 1.8454 0.0357 -1.6651  0.22
H 1.1024 0.6732 1.8712  0.25
H 1.7557 -1.8195 0.6009  0.37
H 1.9232 -2.2406 -0.9858  0.39
H -1.6214 1.4059 1.7343  0.39
H -1.1496 0.1506 2.4965  0.39
H -0.4635 -1.9894 -0.2045  0.45
H -1.3295 -0.3767 0.3717  0.46
H 0.0153 1.0608 -0.9677  0.39

Summary:
- total charge = +1
- multiplicity = 1
- HOMO (hartree) = -0.46836


x.
Entry from the Open Molecules 2025 dataset: a gas-phase ion, C9H21N4 (charge +1) (wB97M-V/def2-TZVPD).

Each line ends with the natural charge from an NBO analysis.
Cartesian coordinates (Å):
C 3.1140 1.0618 0.1074  -0.03
C 1.2748 -0.2746 -0.5084  -0.06
C 0.7756 1.3241 0.2261  0.16
C 0.2198 -1.2510 -0.0783  0.10
C -1.4876 0.8934 -0.0982  0.32
C 0.3021 -2.5284 -0.9836  -0.60
C 0.2620 -1.7789 1.3667  -0.61
C -1.9554 0.8987 1.3768  -0.66
C -2.7625 1.0728 -0.9695  -0.64
N 2.5574 -0.3155 -0.0426  -0.67
N 1.9654 1.8928 -0.1990  -0.68
N -0.4089 1.7777 -0.3475  -0.61
N -1.0949 -0.6300 -0.3878  -0.56
H 3.5314 1.2979 1.2434  0.17
H 3.8677 1.1886 -0.6669  0.19
H 1.2707 0.0713 -1.5229  0.18
H 0.7947 1.2142 1.2530  0.18
H -0.6495 -3.1978 -0.7140  0.21
H 1.2333 -3.1586 -0.7038  0.26
H 0.2041 -2.1484 -1.9396  0.20
H -0.6635 -2.5287 1.5736  0.22
H 0.3781 -0.9221 2.0118  0.22
H 1.0834 -2.3296 1.5809  0.25
H -1.9888 1.9176 1.9284  0.27
H -1.3561 0.3313 1.9491  0.21
H -3.0468 0.4828 1.5889  0.23
H -2.6955 0.4185 -1.7668  0.19
H -2.8220 2.1616 -1.4137  0.27
H -3.7633 0.9421 -0.3743  0.26
H 3.3159 -0.7777 -0.4818  0.39
H 2.1813 2.8475 -0.3936  0.41
H -0.3931 1.9226 -1.3517  0.39
H -1.4174 -0.6872 -1.3291  0.42
H -1.8264 -1.1889 0.0670  0.44

Summary:
- total charge = +1
- multiplicity = 1
- HOMO (hartree) = -0.42981
- SMILES string = CC1(C)N[C@@H]2NCN[C@H]2C(C)(C)[NH2+]1


Name the most stable of them. w.


w.
Entry from the Open Molecules 2025 dataset: a single C14H13ClFNO2 molecule (wB97M-V/def2-TZVPD).

Each line ends with the natural charge from an NBO analysis.
Cartesian coordinates (Å):
C -4.7399 -2.0033 0.2483  -0.25
H -4.2299 -2.8859 0.6463  0.18
O -3.8726 -1.2160 -0.5287  -0.52
C -2.7623 -0.6780 0.0837  0.22
C -2.4110 -0.8398 1.4124  -0.29
C -1.2606 -0.2348 1.8942  -0.21
C -0.4637 0.5278 1.0639  -0.22
C -0.7986 0.6985 -0.2722  -0.10
C -1.9510 0.0934 -0.7616  0.32
O -2.2872 0.2561 -2.0718  -0.68
H -3.1025 -0.2407 -2.2263  0.50
C 0.0279 1.5183 -1.2396  -0.24
N 1.2942 1.9791 -0.7362  -0.61
C 2.3297 1.1444 -0.4102  0.27
C 2.3394 -0.2067 -0.7700  -0.32
C 3.4296 -1.0037 -0.4723  -0.07
C 4.5232 -0.4665 0.1920  0.32
C 4.5271 0.8671 0.5616  -0.24
C 3.4425 1.6634 0.2654  -0.28
H 3.4478 2.7036 0.5556  0.21
H 5.3846 1.2634 1.0817  0.23
F 5.5901 -1.2381 0.4920  -0.32
Cl 3.4167 -2.6713 -0.9218  0.02
H 1.4966 -0.6499 -1.2717  0.23
H 1.2762 2.8545 -0.2373  0.38
H -0.5535 2.3945 -1.5419  0.22
H 0.1913 0.9265 -2.1464  0.21
H 0.4306 0.9866 1.4558  0.22
H -0.9893 -0.3652 2.9302  0.21
H -3.0196 -1.4313 2.0771  0.22
H -5.5349 -2.3189 -0.4256  0.20
H -5.1707 -1.4273 1.0731  0.18

Summary:
- multiplicity = 1
- HOMO (hartree) = -0.28944
- SMILES string = COc1cccc(CNc2ccc(F)c(Cl)c2)c1O


x.
Entry from the Open Molecules 2025 dataset: a single C14H13ClFNO2 molecule (wB97M-V/def2-TZVPD).

Each line ends with the natural charge from an NBO analysis.
Cartesian coordinates (Å):
C 4.4961 2.1300 -0.2911  -0.66
C 3.0618 2.4675 -0.4694  0.33
C 2.4500 3.4352 -1.2249  -0.33
C 1.0689 3.2916 -1.0104  -0.19
C 0.9202 2.2400 -0.1325  0.11
C -0.2834 1.6543 0.4317  0.54
O -1.3917 2.0746 0.1630  -0.56
C -0.0454 0.4832 1.3654  -0.53
H 0.6633 0.7856 2.1382  0.24
H 0.4190 -0.3191 0.7860  0.24
C -1.3555 -0.0109 1.9947  -0.21
N -2.2931 -0.5088 1.0195  -0.59
C -2.0936 -1.6620 0.3063  0.19
C -2.8187 -1.8535 -0.8777  -0.27
C -2.7145 -3.0273 -1.5962  -0.07
C -1.8724 -4.0363 -1.1445  0.32
C -1.1459 -3.8658 0.0185  -0.24
C -1.2505 -2.6927 0.7388  -0.28
H -0.6767 -2.5883 1.6448  0.21
H -0.4979 -4.6620 0.3496  0.23
F -1.7513 -5.1889 -1.8379  -0.32
Cl -3.6204 -3.2342 -3.0524  0.02
H -3.4707 -1.0713 -1.2341  0.22
H -2.7375 0.2341 0.4966  0.40
H -1.1450 -0.7896 2.7312  0.20
H -1.8399 0.8228 2.5084  0.22
O 2.1448 1.7451 0.1911  -0.39
H 0.2737 3.8703 -1.4331  0.24
H 2.9347 4.1546 -1.8524  0.23
H 5.1087 2.7894 -0.8977  0.23
H 4.6803 1.0973 -0.5843  0.23
H 4.7828 2.2352 0.7546  0.23

Summary:
- multiplicity = 1
- HOMO (hartree) = -0.28577
- SMILES string = Cc1ccc(C(=O)CCNc2ccc(F)c(Cl)c2)o1


Name the most stable of them. w.